Entry 1:
{"formula": "C7H8N2OS", "method": "wB97M-V/def2-TZVPD", "elements": ["C", "C", "C", "C", "S", "C", "N", "C", "O", "C", "N", "H", "H", "H", "H", "H", "H", "H", "H"], "coordinates": [[2.98, -0.23, 0.68], [1.77, -0.79, 0.12], [0.84, -0.05, -0.95], [-0.62, 0.36, -0.42], [-1.57, 0.98, -1.94], [-0.49, 1.63, 0.55], [-0.40, 2.64, 1.22], [-1.48, -0.85, 0.21], [-1.01, -1.30, 1.51], [-3.03, -0.36, 0.34], [-4.24, -0.30, 0.22], [3.74, 0.24, -0.04], [3.21, -0.24, 1.80], [1.50, -1.86, 0.44], [0.69, -0.67, -1.92], [1.36, 0.94, -1.27], [-0.90, 2.19, -2.20], [-1.38, -1.76, -0.49], [-0.98, -0.56, 2.16]], "smiles": "C=CC[C@](S)(C#N)[C@@H](O)C#N", "lumo_ev": 0.0, "total_charge": 0, "homo_lumo_gap_ev": 9.084, "homo_energy_ev": -9.12}

Entry 2:
{"formula": "C7H8N2OS2", "method": "wB97M-V/def2-TZVPD", "elements": ["C", "C", "C", "C", "C", "C", "C", "N", "N", "O", "S", "S", "H", "H", "H", "H", "H", "H", "H", "H"], "coordinates": [[-2.93, -0.10, 0.25], [0.27, 1.18, 0.78], [-2.20, 2.12, 0.58], [-3.66, -1.15, -0.28], [1.93, -0.21, -0.73], [2.36, 1.27, -0.72], [1.56, 0.71, 0.45], [-3.21, 1.12, 0.65], [-3.98, -2.23, 0.38], [-3.75, -1.06, -1.50], [-2.47, 3.57, 1.16], [-0.85, 1.35, -0.40], [1.23, -0.36, -1.53], [2.69, -0.90, -0.56], [3.39, 1.42, -0.57], [1.92, 1.92, -1.45], [2.26, 0.50, 1.22], [-4.18, 1.35, 1.04], [-3.69, -2.10, 1.38], [-3.82, -3.05, -0.25]], "lumo_ev": -1.0, "total_charge": 0, "homo_lumo_gap_ev": 6.865, "homo_energy_ev": -7.91}

Entry 3:
{"formula": "C7H8N2S", "method": "wB97M-V/def2-TZVPD", "elements": ["C", "C", "C", "C", "C", "C", "C", "N", "N", "S", "H", "H", "H", "H", "H", "H", "H", "H"], "coordinates": [[-0.92, -0.58, 2.49], [1.31, -0.13, 1.88], [1.17, 1.17, -1.11], [0.21, -1.05, -1.30], [-1.17, 1.17, -0.73], [0.36, -1.06, 2.04], [0.01, 0.41, -1.49], [-1.96, -0.19, 2.78], [2.05, 0.75, 1.68], [2.18, 1.55, -0.06], [0.11, -1.35, -0.25], [-0.53, -1.58, -1.84], [1.09, -1.58, -1.70], [-1.90, 0.51, -0.34], [-1.53, 1.93, -1.41], [-0.81, 1.48, 0.20], [0.42, -2.12, 1.87], [-0.06, 0.67, -2.70]], "lumo_ev": -0.5, "total_charge": 0, "homo_lumo_gap_ev": 7.873, "homo_energy_ev": -8.38}

Entry 4:
{"formula": "C7H8N2S", "method": "wB97M-V/def2-TZVPD", "elements": ["C", "C", "C", "C", "C", "C", "C", "N", "N", "S", "H", "H", "H", "H", "H", "H", "H", "H"], "coordinates": [[2.60, -0.17, 0.02], [2.11, -1.46, 0.13], [1.72, 0.82, -0.12], [0.79, -1.68, 0.17], [0.32, 0.63, -0.04], [-0.14, -0.65, 0.19], [-1.89, 1.24, 0.42], [-2.75, -0.92, -1.07], [-0.66, 1.66, -0.20], [-2.15, -0.68, 0.32], [3.61, 0.07, -0.01], [2.92, -2.32, 0.20], [1.99, 1.85, -0.34], [0.35, -2.62, 0.30], [-1.96, 1.46, 1.58], [-2.78, 1.78, -0.02], [-3.51, -1.62, -1.21], [-0.57, 2.60, -0.32]], "lumo_ev": 0.8, "total_charge": 0, "homo_lumo_gap_ev": 8.988, "homo_energy_ev": -8.19}

Entry 5:
{"formula": "C7H8N3O", "method": "wB97M-V/def2-TZVPD", "elements": ["C", "C", "C", "C", "C", "C", "C", "N", "N", "N", "O", "H", "H", "H", "H", "H", "H", "H", "H"], "coordinates": [[0.30, -1.05, -1.01], [-1.94, -0.14, -0.91], [1.47, -0.21, -1.16], [-0.82, -0.46, -0.09], [-0.14, -1.74, 0.26], [-0.69, 0.80, 0.62], [0.23, 1.11, 1.82], [-2.24, 1.13, -0.94], [-1.55, 1.71, 0.06], [1.89, 0.52, -0.16], [2.94, 1.24, -0.11], [-0.11, -1.25, -1.94], [-2.30, -0.82, -1.65], [2.03, -0.16, -2.10], [-0.67, -2.65, -0.03], [0.61, -1.77, 1.04], [-0.37, 0.73, 2.66], [0.17, 2.15, 2.06], [1.20, 0.85, 1.57]], "smiles": "CC1=NN=C[C@]12C[C@@H]2/C=N/[O-]", "lumo_ev": 3.6, "total_charge": -1, "homo_lumo_gap_ev": 6.412, "homo_energy_ev": -2.85}

Entry 6:
{"formula": "C7H8N3O2", "method": "wB97M-V/def2-TZVPD", "elements": ["C", "C", "C", "C", "C", "C", "C", "N", "N", "N", "O", "O", "H", "H", "H", "H", "H", "H", "H", "H"], "coordinates": [[-2.54, -0.58, 0.15], [-1.95, -0.44, -1.11], [-2.18, 0.19, 1.19], [-1.04, 0.61, -1.28], [0.50, 2.47, -0.40], [-1.22, 1.16, 0.92], [-0.61, 1.39, -0.26], [4.23, -0.11, 0.25], [2.96, -0.06, 0.49], [2.37, -0.98, 1.10], [1.67, 2.05, -0.45], [0.09, 3.68, -0.38], [-3.46, -1.30, 0.27], [-2.48, -0.88, -1.96], [-2.58, 0.00, 2.23], [-0.78, 0.80, -2.33], [-0.78, 1.62, 1.86], [2.32, 0.90, 0.17], [4.67, 0.78, -0.21], [2.96, -1.74, 1.30]], "spin_multiplicity": 3, "lumo_ev": [3.6, 2.7], "total_charge": -1, "homo_lumo_gap_ev": [5.677, 7.636], "homo_energy_ev": [-2.07, -4.98], "s2": 2.008}

Entry 7:
{"formula": "C7H8N3S", "method": "wB97M-V/def2-TZVPD", "elements": ["C", "C", "C", "C", "C", "C", "C", "N", "N", "N", "S", "H", "H", "H", "H", "H", "H", "H", "H"], "coordinates": [[2.61, -1.20, 0.59], [1.30, -0.77, 0.84], [3.51, -0.40, -0.15], [1.81, 1.04, -0.68], [0.81, 0.36, 0.11], [-2.87, 0.32, -0.20], [-0.48, 0.91, 0.20], [3.12, 0.73, -0.67], [-3.89, -0.41, -0.54], [-1.62, 0.06, -0.33], [-0.95, 2.38, 0.68], [2.94, -2.08, 1.27], [0.81, -1.24, 1.63], [4.62, -0.64, -0.05], [1.54, 2.02, -1.11], [-3.05, 1.25, 0.26], [-4.87, -0.15, -0.40], [-3.93, -1.29, -1.02], [-1.40, -0.89, -0.43]], "smiles": "N/C=[NH+]/C(=S)c1cccnc1", "lumo_ev": -5.0, "total_charge": 1, "homo_lumo_gap_ev": 7.831, "homo_energy_ev": -12.84}

Entry 8:
{"formula": "C7H8N4O2", "method": "wB97M-V/def2-TZVPD", "elements": ["C", "C", "C", "C", "C", "C", "C", "H", "H", "H", "H", "H", "H", "H", "H", "N", "N", "N", "N", "O", "O"], "coordinates": [[0.15, -0.78, 1.61], [1.65, 0.81, 2.12], [0.76, 0.82, 0.03], [0.29, 1.26, -2.42], [-1.18, 0.84, -2.39], [-0.90, -0.97, -0.61], [0.03, -0.31, 0.28], [-0.86, -2.39, 1.37], [-0.11, -2.28, 2.91], [2.36, 1.16, 2.84], [0.94, 0.50, -2.89], [0.44, 2.15, -3.06], [-1.60, 0.84, -3.39], [-1.76, 1.68, -1.98], [-2.13, -0.98, -2.25], [-0.54, -1.82, 2.09], [0.97, -0.23, 2.50], [1.57, 1.42, 0.96], [-1.37, -0.47, -1.81], [0.64, 1.64, -1.09], [-1.45, -2.02, -0.32]], "smiles": "Nc1ncnc2c1C(=O)NCCO2", "lumo_ev": 0.5, "total_charge": 0, "homo_lumo_gap_ev": 9.753, "homo_energy_ev": -9.28}

Entry 9:
{"formula": "C7H8NO2", "method": "wB97M-V/def2-TZVPD", "elements": ["C", "C", "C", "C", "C", "C", "C", "N", "O", "O", "H", "H", "H", "H", "H", "H", "H", "H"], "coordinates": [[-1.40, -2.09, 0.12], [-1.97, -0.84, 0.08], [-0.08, -2.13, -0.11], [-1.29, 0.26, -0.42], [0.65, -1.03, -0.40], [0.88, 1.96, 1.67], [0.88, 1.28, -0.61], [0.10, 0.20, -0.45], [0.52, 1.13, 2.40], [2.14, 1.11, -0.82], [-2.10, -2.96, 0.31], [-3.00, -0.74, 0.09], [0.41, -3.07, -0.32], [-1.91, 1.04, -0.84], [1.73, -1.03, -0.53], [1.25, 2.99, 1.76], [0.39, 2.18, -0.84], [2.80, 1.75, -1.10]], "lumo_ev": [-4.9, -4.6], "total_charge": 1, "homo_lumo_gap_ev": [7.005, 6.927], "homo_energy_ev": [-11.87, -11.54]}

Entry 10:
{"formula": "C7H8NO2S", "method": "wB97M-V/def2-TZVPD", "elements": ["C", "C", "C", "C", "C", "C", "C", "N", "O", "O", "S", "H", "H", "H", "H", "H", "H", "H", "H"], "coordinates": [[-1.73, -1.68, 0.42], [-2.30, -0.44, 0.03], [0.42, -0.29, -0.29], [1.53, 0.42, -0.12], [2.87, -0.06, -0.22], [-3.82, -0.34, -0.02], [3.86, 1.03, 0.07], [-1.46, 0.68, -0.02], [-1.62, 1.82, -0.51], [3.29, -1.20, -0.49], [0.04, -1.91, 0.18], [-2.25, -2.60, 0.66], [1.44, 1.47, -0.36], [-4.18, -1.24, 0.18], [-4.30, 0.03, -0.91], [-4.26, 0.35, 0.78], [3.71, 1.45, 1.14], [4.88, 0.63, -0.03], [3.86, 1.87, -0.48]], "lumo_ev": [3.5, 3.5], "total_charge": -1, "homo_lumo_gap_ev": [5.804, 5.803], "homo_energy_ev": [-2.32, -2.31]}

Entry 11:
{"formula": "C7H8NO4", "method": "wB97M-V/def2-TZVPD", "elements": ["C", "C", "C", "C", "C", "C", "C", "N", "O", "O", "O", "O", "H", "H", "H", "H", "H", "H", "H", "H"], "coordinates": [[-0.52, -2.94, 0.73], [-1.36, -1.85, 0.50], [-2.19, 0.46, -0.02], [2.80, -0.29, 0.02], [-1.15, -0.49, 0.23], [1.41, 0.53, -0.06], [1.26, 1.79, -0.90], [-1.74, 1.77, 0.16], [3.47, 0.06, -0.99], [-3.30, 0.19, -0.51], [2.90, -1.09, 0.94], [0.33, -0.16, 0.36], [-0.82, -4.04, 0.62], [0.60, -2.87, 0.87], [-2.34, -2.07, 0.76], [0.27, 1.87, -1.35], [2.17, 1.92, -1.69], [1.52, 2.71, -0.32], [-0.95, 1.94, 0.62], [-2.36, 2.57, 0.04]], "lumo_ev": [2.8, 2.8], "total_charge": -1, "homo_lumo_gap_ev": [6.243, 6.236], "homo_energy_ev": [-3.41, -3.41]}

Entry 12:
{"formula": "C7H8NOS", "method": "wB97M-V/def2-TZVPD", "elements": ["C", "C", "C", "C", "C", "C", "C", "N", "O", "S", "H", "H", "H", "H", "H", "H", "H", "H"], "coordinates": [[1.60, -1.35, 0.57], [2.84, -1.05, 0.17], [0.77, -0.17, 0.47], [1.46, 0.84, -0.17], [-2.07, 0.54, 0.06], [0.32, 1.75, -0.07], [-0.63, 0.55, 0.56], [-2.34, -0.94, -0.83], [-2.89, 1.33, -0.01], [3.12, 0.53, -0.38], [1.37, -2.30, 1.00], [3.77, -1.62, 0.36], [0.37, 2.53, 0.61], [0.19, 2.04, -1.02], [-0.74, 0.90, 1.60], [-1.54, -1.43, -0.64], [-2.47, -0.75, -1.89], [-3.15, -1.41, -0.40]], "lumo_ev": -4.1, "total_charge": 1, "homo_lumo_gap_ev": 8.325, "homo_energy_ev": -12.45}

Entry 13:
{"formula": "C7H8O", "method": "wB97M-V/def2-TZVPD", "elements": ["C", "C", "C", "C", "C", "C", "C", "O", "H", "H", "H", "H", "H", "H", "H", "H"], "coordinates": [[2.28, -0.74, -0.22], [1.56, 1.27, 0.47], [0.95, -0.90, -0.06], [0.54, 0.37, 0.42], [-0.47, -1.35, -0.12], [-0.91, -0.02, 0.56], [-1.93, 0.81, -0.34], [2.63, 0.58, 0.11], [3.03, -1.28, -0.79], [1.76, 2.23, 0.82], [-0.71, -1.27, -1.24], [-0.83, -2.30, 0.33], [-1.37, 0.04, 1.56], [-2.05, 1.77, 0.01], [-2.83, 0.10, -0.16], [-1.64, 0.68, -1.36]], "smiles": "C[C@H]1Cc2cocc21", "lumo_ev": 1.1, "total_charge": 0, "homo_lumo_gap_ev": 9.583, "homo_energy_ev": -8.51}

Short version: energy above the lowest of the compared OMol25 structures with the same formula, charge and spin = 5.355; 5.615; 4.954; 3.113; 0.492; 1.271; 1.727; 0.101; 2.263; 4.196; 4.057; 3.121; 3.416 eV, in the order given.